Computed, not measured: a single C3HNO molecule at a distorted geometry, with ωB97M-V with the def2-TZVPD basis set.

Each line ends with the Löwdin charge.
Geometry (Å):
N -2.250 -1.285 0.374  0.177
C -1.257 -0.723 0.211  -0.194
C -0.087 -0.080 -0.014  -0.076
C 1.028 0.478 -0.364  -0.042
O 0.732 0.991 0.840  0.010
H 1.833 0.620 -1.046  0.125

* frontier orbital gap: 8.882 eV
* HOMO: -9.145 eV
* energy relative to the best compared isomer or geometry (same formula, charge and spin): 309.4 kJ/mol
* charge: 0

***

Computed, not measured: C5H7NO as an isolated structure, with ωB97M-V with the def2-TZVPD basis set.

Each line ends with the Löwdin charge.
Geometry (Å):
O 1.825 -1.098 -0.868  0.049
C 1.587 -0.294 0.004  -0.283
C 0.832 0.992 -0.299  -0.119
C -0.652 0.811 0.050  -0.316
C -1.197 -0.533 -0.495  -0.094
C -0.865 -0.930 0.915  -0.172
N -0.675 0.230 1.428  0.104
H 0.973 1.153 -1.368  0.120
H 1.894 -0.496 1.049  0.127
H 1.253 1.837 0.260  0.119
H -1.234 1.724 -0.115  0.134
H -0.700 -0.970 -1.362  0.106
H -2.282 -0.545 -0.631  0.111
H -0.757 -1.882 1.433  0.115

* frontier orbital gap: 10.762 eV
* HOMO: -9.891 eV
* energy relative to the best compared isomer or geometry (same formula, charge and spin): 218.0 kJ/mol
* charge: 0

***

Computed, not measured: a single C6H7Cl molecule at a distorted geometry, with ωB97M-V with the def2-TZVPD basis set.

Each line ends with the Löwdin charge.
Geometry (Å):
C 3.036 0.212 0.091  0.001
C 1.801 0.768 -0.269  -0.163
C 0.525 0.045 -0.239  -0.190
C -0.737 0.295 -0.100  -0.735
Cl -1.379 1.895 0.059  0.721
C -1.623 -0.812 0.123  -0.176
C -2.987 -0.445 -0.122  -0.001
H 3.235 -0.954 0.551  0.125
H 4.004 0.720 0.281  0.036
H 1.513 1.781 -0.229  0.063
H 0.639 -1.127 -0.252  0.140
H -1.210 -1.867 0.261  0.126
H -3.682 -1.244 0.025  0.029
H -3.134 0.733 -0.181  0.024

* frontier orbital gap: 8.332 eV
* HOMO: -8.336 eV
* energy relative to the best compared isomer or geometry (same formula, charge and spin): 312.8 kJ/mol
* charge: 0

***

Computed, not measured: a 8-piece molecular cluster, C19H48F3N6O13S2 overall at a distorted geometry, with ωB97M-V with the def2-TZVPD basis set.

Each line ends with the Löwdin charge.
Geometry (Å):
S 0.092 -0.339 0.248  -0.002
O 0.085 0.939 -0.452  -0.494
O 1.383 -0.538 0.838  -0.498
O -0.987 -0.427 1.177  -0.468
O -0.112 -1.450 -0.725  -0.522
C 4.742 4.672 0.537  0.042
C 5.310 4.202 -0.852  -0.297
O 6.379 4.591 -1.393  0.132
N 4.456 3.300 -1.692  0.079
H 4.973 2.441 -1.809  0.186
H 3.580 3.087 -1.236  0.173
C 4.136 3.884 -3.042  0.050
H 4.216 3.820 0.968  0.082
H 4.011 5.460 0.356  0.098
H 5.527 4.948 1.241  0.100
H 3.535 3.112 -3.523  0.123
H 5.069 4.091 -3.566  0.114
H 3.630 4.828 -2.841  0.114
C -8.242 -2.590 3.989  0.041
C -7.346 -1.488 3.410  -0.383
O -7.711 -0.924 2.399  0.157
N -6.070 -1.060 4.075  0.104
H -5.784 -1.912 4.537  0.169
H -5.270 -1.030 3.459  0.180
C -6.296 0.325 4.836  0.103
H -9.310 -2.425 3.848  0.112
H -7.997 -2.688 5.047  0.087
H -7.931 -3.471 3.429  0.107
H -6.758 1.081 4.202  0.115
H -5.244 0.445 5.095  0.101
H -6.841 0.127 5.759  0.107
C 6.408 -3.385 2.083  0.019
C 5.600 -4.609 1.762  -0.306
O 5.728 -5.620 2.476  0.140
N 4.466 -4.501 0.694  0.100
H 4.035 -3.609 0.893  0.172
H 4.869 -4.513 -0.232  0.182
C 3.467 -5.632 0.853  0.040
H 6.553 -3.226 3.151  0.109
H 6.083 -2.496 1.542  0.089
H 7.404 -3.545 1.670  0.111
H 3.982 -6.533 0.520  0.118
H 2.592 -5.213 0.355  0.116
H 3.236 -5.682 1.917  0.105
C -4.422 3.806 -1.942  0.035
C -3.890 5.182 -2.152  -0.388
O -4.565 6.128 -2.445  0.182
N -2.444 5.463 -1.763  0.104
H -2.491 5.671 -0.776  0.175
H -1.914 4.603 -1.790  0.163
C -1.651 6.536 -2.620  0.085
H -5.388 3.555 -2.379  0.114
H -4.634 3.848 -0.873  0.108
H -3.673 3.072 -2.237  0.104
H -2.111 7.520 -2.525  0.104
H -1.561 6.275 -3.674  0.117
H -0.742 6.427 -2.027  0.094
C 3.473 2.312 8.211  0.032
C 3.733 1.363 7.101  -0.402
O 4.829 1.351 6.583  0.171
N 2.595 0.545 6.588  0.104
H 1.714 0.874 6.956  0.172
H 2.514 0.770 5.607  0.183
C 2.712 -0.998 6.771  0.077
H 3.044 1.893 9.121  0.109
H 2.725 2.987 7.795  0.107
H 4.399 2.860 8.389  0.116
H 3.653 -1.368 6.364  0.108
H 1.917 -1.399 6.142  0.108
H 2.564 -1.152 7.839  0.113
C -0.507 -5.527 -5.099  0.025
C -1.583 -6.011 -4.187  -0.365
O -1.432 -7.094 -3.690  0.177
N -2.681 -5.037 -3.773  0.120
H -2.121 -4.341 -3.303  0.178
H -3.114 -4.546 -4.542  0.179
C -3.886 -5.515 -2.927  0.052
H -0.773 -5.139 -6.082  0.108
H 0.355 -6.179 -5.243  0.112
H -0.155 -4.619 -4.611  0.102
H -4.128 -4.772 -2.167  0.105
H -3.585 -6.449 -2.453  0.096
H -4.782 -5.683 -3.524  0.108
C -0.843 1.350 -8.162  -0.602
F -1.842 0.516 -8.345  0.135
F -0.944 1.860 -6.880  0.048
F 0.382 0.730 -8.214  0.053
S -0.658 2.724 -9.537  0.511
O -0.713 2.105 -10.881  -0.360
O -1.727 3.700 -9.285  -0.384
O 0.698 3.357 -9.358  -0.400

* frontier orbital gap: 3.310 eV
* HOMO: -10.055 eV
* energy relative to the best compared isomer or geometry (same formula, charge and spin): 1108.2 kJ/mol
* charge: +3